Record 1
{"formula": "C8H10F6O4", "method": "the ωB97M-V functional and the def2-TZVPD basis", "e_tot_ha": -1210.9939, "homo_lumo_gap_ev": 11.83, "smiles": "CCOC(=O)C(F)(F)F.CCOC(=O)C(F)(F)F", "homo_energy_ev": -11.14, "e_above_lowest_kj_mol": 90.0, "symbols": ["C", "C", "O", "C", "O", "C", "F", "F", "F", "H", "H", "H", "H", "H", "C", "C", "O", "C", "O", "C", "F", "F", "F", "H", "H", "H", "H", "H"], "coordinates": [[2.86, 1.79, -0.09], [2.11, 1.20, -1.30], [0.63, 1.38, -1.43], [0.23, 2.44, -2.17], [0.98, 3.30, -2.58], [-1.31, 2.50, -2.29], [-1.90, 1.54, -1.54], [-1.78, 3.69, -1.80], [-1.70, 2.53, -3.51], [3.91, 1.58, -0.30], [2.64, 1.23, 0.82], [2.65, 2.84, 0.09], [2.27, 0.13, -1.17], [2.63, 1.59, -2.17], [-1.48, -1.44, 3.42], [-1.24, -2.76, 2.63], [-1.24, -2.70, 1.13], [-0.43, -1.90, 0.42], [0.48, -1.17, 0.79], [-0.81, -1.98, -1.08], [-0.03, -1.06, -1.65], [-0.63, -3.19, -1.62], [-2.05, -1.63, -1.28], [-2.48, -1.04, 3.31], [-0.83, -0.65, 3.04], [-1.28, -1.60, 4.48], [-1.95, -3.52, 2.96], [-0.22, -3.06, 2.87]], "mulliken_charge": [-1.0950, -0.2225, -0.1496, 0.3537, -0.5448, 0.8065, -0.2097, -0.2784, -0.2456, 0.3491, 0.2676, 0.3222, 0.2607, 0.3934, -1.0453, -0.2166, -0.3361, 0.3070, -0.5112, 0.9570, -0.1906, -0.2845, -0.2627, 0.3071, 0.2930, 0.3554, 0.3092, 0.3108]}

=====

Record 2
{"formula": "C4H12N2S", "method": "the ωB97M-V functional and the def2-TZVPD basis", "e_tot_ha": -667.2063, "homo_lumo_gap_ev": 9.78, "smiles": "C[C@H](CS)NCN", "homo_energy_ev": -8.83, "e_above_lowest_kj_mol": 232.6, "symbols": ["C", "C", "C", "S", "N", "C", "N", "H", "H", "H", "H", "H", "H", "H", "H", "H", "H", "H", "H"], "coordinates": [[-0.54, 1.61, -0.47], [-0.07, 0.58, 0.47], [0.68, 1.39, 1.52], [1.17, 0.24, 2.75], [0.60, -0.66, -0.23], [-0.47, -1.28, -1.13], [-0.63, -2.72, -1.17], [-1.43, 1.27, -0.98], [-0.88, 2.61, 0.11], [0.01, 2.00, -1.30], [-0.88, -0.09, 1.01], [1.37, 2.02, 1.09], [-0.05, 2.21, 1.93], [1.87, -0.47, 2.04], [1.42, -0.35, -0.76], [-1.55, -1.01, -0.93], [-0.07, -1.08, -2.18], [-0.66, -3.00, -0.16], [0.11, -3.31, -1.62]], "mulliken_charge": [-1.4070, 0.3619, -0.9146, -0.2260, -0.4593, -0.4324, -0.5791, 0.3852, 0.2806, 0.3560, 0.3242, 0.4746, 0.3383, 0.0980, 0.2951, 0.3272, 0.2680, 0.2546, 0.2547]}

=====

Record 3
{"formula": "C34H42BrClLaN3O3PSSi", "method": "the ωB97M-V functional and the def2-TZVPD basis", "e_tot_ha": -5805.6991, "homo_lumo_gap_ev": 7.71, "charge": 1, "homo_energy_ev": -9.76, "e_above_lowest_kj_mol": 17.7, "symbols": ["La", "C", "N", "C", "C", "O", "C", "O", "C", "C", "O", "N", "C", "C", "H", "H", "H", "H", "H", "H", "H", "H", "H", "H", "H", "H", "H", "H", "H", "H", "C", "Si", "C", "C", "C", "C", "C", "C", "N", "C", "S", "H", "H", "H", "H", "H", "H", "H", "H", "H", "H", "H", "H", "Cl", "C", "C", "C", "C", "C", "C", "P", "C", "C", "C", "C", "C", "C", "C", "C", "C", "C", "C", "C", "H", "H", "H", "H", "H", "H", "H", "H", "H", "H", "H", "H", "H", "H", "Br"], "coordinates": [[-0.26, 0.53, 1.53], [-1.82, 5.31, 0.41], [-2.78, 4.31, 0.87], [-4.09, 4.77, 1.33], [-2.46, 3.02, 0.88], [-1.36, 2.59, 0.49], [-3.48, 2.02, 1.43], [-3.05, 0.71, 1.12], [-3.55, 0.23, -0.11], [-2.57, -0.75, -0.70], [-1.37, -0.66, -0.38], [-3.01, -1.66, -1.57], [-4.43, -1.77, -1.93], [-2.10, -2.65, -2.13], [-1.72, 6.08, 1.17], [-0.86, 4.83, 0.25], [-2.16, 5.76, -0.52], [-4.02, 5.84, 1.50], [-4.87, 4.60, 0.59], [-4.36, 4.31, 2.28], [-3.48, 2.12, 2.51], [-4.48, 2.20, 1.05], [-4.53, -0.22, 0.05], [-3.66, 1.05, -0.84], [-4.88, -0.79, -2.08], [-4.48, -2.30, -2.88], [-4.99, -2.33, -1.19], [-1.09, -2.46, -1.77], [-2.42, -3.65, -1.83], [-2.12, -2.58, -3.22], [1.22, -6.22, 2.78], [1.10, -4.77, 3.92], [-0.61, -4.65, 4.61], [2.28, -4.97, 5.33], [1.71, -3.26, 2.93], [3.06, -3.30, 2.60], [3.70, -2.26, 1.92], [2.94, -1.17, 1.61], [1.63, -1.10, 1.89], [0.99, -2.12, 2.52], [-0.75, -1.94, 2.73], [0.96, -7.14, 3.32], [2.23, -6.34, 2.39], [0.53, -6.11, 1.94], [-0.76, -5.54, 5.23], [-1.37, -4.63, 3.83], [-0.74, -3.76, 5.23], [2.03, -5.85, 5.92], [2.23, -4.09, 5.99], [3.32, -5.08, 5.00], [3.65, -4.17, 2.88], [4.75, -2.30, 1.67], [3.37, -0.31, 1.11], [2.07, 2.35, 1.74], [3.04, 2.54, 0.26], [4.24, 3.21, 0.45], [5.06, 3.42, -0.65], [4.67, 2.96, -1.90], [3.47, 2.29, -2.05], [2.62, 2.07, -0.97], [1.04, 1.17, -1.14], [0.02, 2.25, -2.20], [0.24, 3.62, -2.31], [-0.64, 4.41, -3.04], [-1.75, 3.85, -3.65], [-1.97, 2.48, -3.55], [-1.09, 1.69, -2.83], [1.43, -0.24, -2.24], [1.65, -1.48, -1.65], [1.98, -2.59, -2.43], [2.07, -2.46, -3.81], [1.82, -1.23, -4.41], [1.50, -0.13, -3.63], [4.52, 3.56, 1.44], [6.00, 3.94, -0.51], [5.31, 3.12, -2.76], [3.18, 1.93, -3.04], [1.10, 4.07, -1.83], [-0.45, 5.48, -3.13], [-2.42, 4.47, -4.23], [-2.82, 2.03, -4.05], [-1.26, 0.62, -2.77], [1.57, -1.60, -0.58], [2.16, -3.54, -1.95], [2.32, -3.32, -4.41], [1.88, -1.13, -5.48], [1.29, 0.82, -4.11], [-0.88, 2.02, 3.77]], "mulliken_charge": [1.4600, -0.9202, 0.2150, -1.0079, 0.3275, 0.2620, -1.5035, -0.4281, -0.8269, -0.0946, 0.0097, 0.3514, -1.0973, -0.8642, 0.4148, 0.0819, 0.3946, 0.3346, 0.2955, 0.3886, 0.4616, 0.6435, 0.6238, 0.4472, 0.3969, 0.3575, 0.3295, 0.0674, 0.4483, 0.3586, -1.0454, 0.2459, -0.9891, -1.0785, 0.2390, -0.3653, -1.3469, -0.1100, 0.0359, 0.9100, -0.6026, 0.3278, 0.3424, 0.3064, 0.3334, 0.2809, 0.3305, 0.3386, 0.3187, 0.3392, 0.2920, 0.4627, 0.3215, -0.1659, 1.0999, -0.7847, -0.5620, -0.7706, -0.3661, -0.4504, 1.3036, 0.3618, -0.8449, -0.7389, -0.6332, -0.9056, -0.2516, 0.6250, -0.7024, -0.7048, -0.5943, -0.8510, -0.3198, 0.5230, 0.3969, 0.4408, 0.3855, 0.3947, 0.4773, 0.4191, 0.4728, 0.4833, 0.3476, 0.5107, 0.4230, 0.4527, 0.4466, -0.7327]}

=====

Record 4
{"formula": "C14H18IrN4S3", "method": "the ωB97M-V functional and the def2-TZVPD basis", "e_tot_ha": -2062.0429, "homo_lumo_gap_ev": 6.66, "charge": 1, "homo_energy_ev": -10.38, "symbols": ["Ir", "S", "C", "C", "C", "C", "C", "C", "S", "H", "H", "H", "H", "N", "C", "C", "C", "C", "C", "N", "H", "H", "H", "H", "H", "H", "C", "N", "C", "S", "N", "C", "H", "H", "H", "H", "H", "H", "H", "H"], "coordinates": [[-0.76, 0.56, 0.68], [-0.37, 0.42, 2.85], [-0.15, 2.00, 3.55], [0.16, 2.19, 4.90], [0.28, 3.47, 5.37], [0.11, 4.57, 4.52], [-0.19, 4.39, 3.19], [-0.32, 3.08, 2.70], [-0.71, 2.71, 1.05], [0.29, 1.33, 5.55], [0.51, 3.64, 6.41], [0.21, 5.57, 4.91], [-0.32, 5.23, 2.52], [0.52, -2.47, 0.43], [1.31, -1.55, -0.16], [2.60, -1.92, -0.61], [3.39, -1.00, -1.25], [2.91, 0.29, -1.45], [1.67, 0.61, -0.97], [0.87, -0.28, -0.32], [0.95, -3.33, 0.72], [-0.30, -2.18, 0.94], [2.93, -2.93, -0.44], [4.37, -1.28, -1.59], [3.49, 1.05, -1.95], [1.26, 1.60, -1.07], [-1.49, -3.49, -3.20], [-1.78, -2.80, -1.94], [-1.96, -1.51, -1.68], [-2.32, -1.06, -0.02], [-1.95, -0.54, -2.59], [-1.77, -0.59, -4.04], [-1.09, -4.47, -2.94], [-0.74, -2.96, -3.77], [-2.39, -3.63, -3.79], [-1.86, -3.38, -1.12], [-2.14, 0.36, -2.19], [-2.39, -1.36, -4.49], [-0.73, -0.72, -4.31], [-2.11, 0.37, -4.43]], "mulliken_charge": [1.0725, -0.4116, 0.6230, -0.6357, -0.4864, -0.5161, -0.5709, 0.3380, -0.2992, 0.4088, 0.3686, 0.3729, 0.4055, -0.2810, 0.9230, -0.9342, -0.3534, -0.7568, -0.2524, -0.3662, 0.2346, 0.1514, 0.3761, 0.4163, 0.4529, 0.3822, -1.0432, -0.1644, 0.5632, -0.4945, -0.1494, -1.0449, 0.3487, 0.3556, 0.3498, 0.2944, 0.2796, 0.3523, 0.3424, 0.3485]}

=====

Record 5
{"formula": "C3H8NS", "method": "the ωB97M-V functional and the def2-TZVPD basis", "e_tot_ha": -571.9958, "homo_lumo_gap_ev": 6.38, "charge": -1, "homo_energy_ev": -2.33, "e_above_lowest_kj_mol": 216.6, "symbols": ["C", "S", "H", "H", "H", "C", "C", "N", "H", "H", "H", "H", "H"], "coordinates": [[-2.32, -0.22, -2.12], [-0.75, -0.84, -1.25], [-1.84, 0.23, -3.05], [-2.82, 0.58, -1.54], [-3.05, -1.07, -2.33], [1.63, 0.07, 2.62], [0.92, 1.06, 0.62], [1.78, 0.98, 1.60], [2.41, 0.25, 3.39], [0.67, 0.08, 3.06], [1.86, -1.04, 2.29], [1.13, 1.45, -0.46], [-0.12, 0.64, 0.71]], "mulliken_charge": [-0.6365, -0.7046, 0.1229, 0.1696, 0.1658, -0.6704, -0.0961, -0.5579, 0.2381, 0.3516, 0.2082, 0.2493, 0.1600]}